Here is an isolated molecule of C2H4F3N3 at a distorted geometry from the OMol25 dataset. Energies are from ωB97M-V/def2-TZVPD.

The total energy comes out at -542.32759 Ha. The orbital gap (alpha / beta) comes out at 5.86 / 7.31 eV. The multiplicity is 3. For the HOMO energy (alpha / beta), the calculation gives -0.187 / -0.372 Ha. The total charge is 0.

XYZ file:
```
12
Properties=species:S:1:pos:R:3:forces:R:3
C -0.67311 -0.24572 0.01739 1.5 2.2 -1.0
C 1.76241 -0.05241 0.09349 2.5 1.0 0.8
N 0.60160 -0.81892 0.29618 1.5 0.6 0.1
N -1.68257 -1.11244 0.01803 -0.5 -3.6 0.2
N -0.87040 1.09703 -0.22684 -1.3 0.7 0.8
F 1.98159 0.52705 -1.13091 -1.1 -0.7 0.4
F 2.87195 -0.81807 0.31656 -1.1 0.1 -0.3
F 1.95187 1.02265 0.97053 -1.1 -1.1 -0.5
H -1.34487 -2.06714 0.36738 -1.3 2.0 -0.5
H -2.52252 -0.71635 0.39197 -0.8 -0.5 0.5
H -0.28877 1.67254 -0.75948 1.7 0.3 -1.0
H -1.78719 1.51178 -0.35429 -0.1 -0.9 0.5
```
Forces are in eV/Å.

Here is a structure of composition C6H9AsN2O2ReS4Se3Te from the OMol25 dataset. Energies are from ωB97M-V/def2-TZVPD.

The total energy comes out at -11872.99081 Ha. The orbital gap comes out at 5.76 eV. For the HOMO energy, the calculation gives -0.414 Ha. The total charge is +1. The energy above the lowest of the compared OMol25 structures with the same formula, charge and spin comes out at 0.000 eV.

XYZ file:
```
29
Properties=species:S:1:pos:R:3:forces:R:3
Re -1.08418 0.56150 1.02592 -0.1 0.5 0.1
Se -1.84009 1.68665 3.19545 0.0 0.1 0.1
Se -2.52784 3.90692 2.70194 0.0 0.1 -0.1
Te -3.75466 3.39786 0.59879 -0.1 0.0 0.0
Se -1.82462 2.26989 -0.51681 0.1 -0.1 -0.1
S -1.28018 -0.70128 5.49725 -0.2 0.1 0.3
As -0.13641 -1.43122 4.01568 -0.1 -0.1 -0.3
S 0.25768 1.62627 2.56854 -0.2 -0.1 -0.1
S -1.07860 -1.64665 2.03964 0.1 -0.3 0.1
S 1.77075 -2.06616 3.99495 0.2 -0.1 0.0
C -2.43656 -2.20091 -2.07421 0.1 -0.1 0.0
O -1.40031 -1.40270 -1.41094 -0.1 0.0 0.0
C -1.76916 -0.68998 -0.41219 0.1 -0.1 -0.2
O -2.87686 -0.52856 0.09600 0.0 0.1 0.2
H -2.12682 -2.27499 -3.11147 0.0 0.0 0.1
H -3.39772 -1.70454 -1.98306 0.0 0.0 0.0
H -2.45154 -3.17945 -1.60016 0.0 0.0 0.0
C 3.22764 1.07114 -2.45527 0.0 0.0 0.0
N 2.39559 0.52828 -1.38862 -0.1 -0.1 0.0
C 2.62366 -0.63122 -0.69277 0.0 0.0 0.0
C 1.60492 -0.76880 0.19051 0.0 0.1 0.1
N 0.75288 0.30701 0.03445 0.1 -0.1 -0.2
C 1.26306 1.06074 -0.93217 0.0 0.2 0.0
H 4.10323 0.43610 -2.55351 0.0 0.0 0.0
H 3.54342 2.07990 -2.19921 0.0 0.0 0.0
H 2.67542 1.07398 -3.39221 0.0 0.0 0.0
H 3.48504 -1.24422 -0.88064 0.0 -0.1 0.0
H 1.42927 -1.52530 0.93299 0.0 -0.1 0.0
H 0.85299 1.98976 -1.28889 0.0 0.0 0.0
```
Forces are in eV/Å.

Here is a structure of composition C18H12N5OsSe2Te2 at a distorted geometry from the OMol25 dataset. Energies are from ωB97M-V/def2-TZVPD.

The total energy comes out at -6396.27693 Ha. The orbital gap (alpha / beta) comes out at 3.89 / 3.87 eV. For the HOMO energy (alpha / beta), the calculation gives -0.385 / -0.385 Ha. The total charge is +1. The energy above the lowest of the compared OMol25 structures with the same formula, charge and spin comes out at 2.657 eV.

XYZ file:
```
40
Properties=species:S:1:pos:R:3:forces:R:3
Os -1.01813 0.11328 -0.63974 0.2 0.0 0.4
C -3.28994 3.36181 0.94387 0.1 -0.1 -0.1
C -2.43159 4.05689 1.79636 0.1 0.0 0.1
C -1.22094 3.49108 2.09713 -0.1 0.0 0.0
C -0.82364 2.28185 1.49716 -0.4 -0.1 -0.3
N -1.61700 1.66894 0.57657 0.2 0.7 0.4
C -2.85017 2.19218 0.38141 -0.3 0.2 0.1
N 0.36525 1.77915 1.92828 0.5 -0.1 0.2
C 0.95408 0.72194 1.51076 -0.2 0.4 0.0
N 0.58369 -0.11783 0.47125 -0.7 0.3 -0.6
C 1.58625 -1.05556 0.26600 0.0 -0.4 -0.5
N 1.67237 -1.91008 -0.68537 0.5 0.2 0.3
C 0.70109 -2.19421 -1.59708 -0.6 0.0 -0.2
C 1.00259 -3.20417 -2.52883 0.0 0.0 0.1
C 0.01957 -3.74326 -3.31720 0.0 0.0 0.0
C -1.28821 -3.28361 -3.15667 0.1 0.0 0.0
C -1.50570 -2.22774 -2.31011 -0.1 -0.2 -0.1
N -0.53521 -1.62473 -1.58426 0.3 -0.8 -0.5
C 2.60023 -0.88246 1.30945 0.0 0.4 0.4
C 3.75323 -1.58146 1.61009 0.0 -0.1 -0.1
C 4.51815 -1.12593 2.67743 0.1 -0.1 -0.1
C 4.14459 -0.00718 3.41568 -0.1 0.1 0.0
C 2.97530 0.68579 3.12390 0.0 0.0 0.0
C 2.21426 0.22447 2.06941 0.2 -0.3 -0.2
H -4.28012 3.72659 0.71195 0.0 0.0 0.0
H -2.72396 5.00507 2.22633 0.0 0.0 0.0
H -0.52977 3.94142 2.79333 0.0 0.0 0.0
H -3.50274 1.63875 -0.27608 0.1 -0.1 -0.1
H 2.02371 -3.55383 -2.56359 0.0 0.0 0.1
H 0.24394 -4.53098 -4.02335 0.0 0.0 0.0
H -2.11333 -3.73457 -3.68848 0.0 0.1 0.0
H -2.50293 -1.82620 -2.18647 0.0 0.1 0.0
H 4.04902 -2.44883 1.03598 0.0 0.0 0.0
H 5.42869 -1.64923 2.93726 0.0 0.0 0.0
H 4.77868 0.33009 4.22451 0.0 0.0 0.0
H 2.67120 1.55725 3.68710 0.0 0.0 0.0
Se -2.16742 0.17436 -4.45948 -0.5 -0.4 -0.6
Te -4.65607 0.49333 -4.84713 0.3 0.7 1.2
Te -5.55723 1.87790 -2.84436 0.5 -0.8 -1.1
Se -1.67179 1.37973 -2.58301 0.0 0.3 1.0
```
Forces are in eV/Å.

Here is the ion C13H19N4O3S with charge -1 at a distorted geometry from the OMol25 dataset. Energies are from ωB97M-V/def2-TZVPD.

The total energy comes out at -1349.65703 Ha. The orbital gap comes out at 6.91 eV. As for the structure (SMILES): CCCCC(=O)N=[S@](=O)([O-])c1ccc(/N=N/N(C)C)cc1. For the HOMO energy, the calculation gives -0.164 Ha. The total charge is -1. The energy above the lowest of the compared OMol25 structures with the same formula, charge and spin comes out at 0.000 eV.

XYZ file:
```
40
Properties=species:S:1:pos:R:3:forces:R:3
O -1.08794 -1.93107 2.07801 -1.7 0.4 0.6
O -1.17791 -2.64724 -1.27938 0.5 1.5 0.7
O 1.12545 -2.24746 -1.86658 -0.2 1.1 0.6
N -0.48128 4.02359 -0.83297 -0.2 3.8 -1.0
N -0.52607 4.75106 -1.90107 -0.2 -1.4 1.8
N 0.58526 -2.33438 0.68908 -0.2 1.0 -5.6
C -0.52557 -2.72399 1.34947 0.6 -0.1 2.5
C 0.05592 1.96473 0.22718 -0.4 0.7 -0.5
C -0.72281 1.91781 -2.06192 0.1 -0.3 -0.3
C 0.16231 0.59435 0.25338 -0.3 -0.6 0.1
C -0.58520 0.53885 -2.08991 0.3 -0.5 1.5
C -0.37402 2.64318 -0.91793 0.1 -1.0 -0.8
C -0.16596 -0.10656 -0.89762 0.1 -0.8 -0.9
N -0.64266 6.09290 -1.71940 0.6 -0.5 0.6
C -0.90898 6.88995 -2.91728 0.8 -0.5 0.5
C -0.68111 6.77323 -0.40092 -0.9 -0.3 -1.2
C 2.42683 -6.16412 2.51680 -0.6 0.3 -0.3
C -0.78926 -4.20239 1.53894 0.0 -1.1 -0.3
C 1.30158 -5.13950 2.61792 0.6 0.5 -1.3
C 0.41237 -5.12732 1.36008 0.1 -1.0 0.7
S 0.06611 -1.93826 -0.90815 1.3 -2.5 1.9
H 0.23430 2.54170 1.10941 0.2 0.3 0.4
H -1.11509 2.43647 -2.92353 0.1 0.1 -0.1
H 0.41453 0.05618 1.17610 0.0 0.1 -0.6
H -0.81477 -0.08010 -2.95206 0.0 0.2 0.0
H -1.94867 7.19887 -2.92645 -0.2 0.2 -0.2
H -0.24053 7.77268 -2.93969 -0.4 -0.3 0.1
H -0.68635 6.27452 -3.79303 -0.2 0.1 0.2
H -1.74687 6.95887 -0.13675 0.6 -0.2 0.2
H -0.20453 7.75236 -0.50135 0.1 -0.2 -0.1
H -0.17097 6.17415 0.34152 -0.1 -0.1 0.1
H 2.96992 -6.18448 3.45715 0.4 -0.1 0.0
H 3.06651 -5.88100 1.66443 0.0 -0.4 0.4
H 1.97082 -7.15152 2.35228 0.4 0.1 -0.1
H -1.19721 -4.40204 2.53597 -0.2 0.4 -0.1
H -1.52141 -4.54403 0.82161 -0.5 0.3 -0.3
H 0.72533 -5.33957 3.50519 -0.5 0.0 0.4
H 1.73442 -4.13564 2.68388 0.0 0.0 0.3
H 0.97996 -4.88540 0.45923 0.1 0.2 0.2
H 0.08351 -6.18939 1.22839 -0.2 0.7 0.0
```
Forces are in eV/Å.

Here is a structure of composition C20H10Br3N5O3PdSe at a distorted geometry from the OMol25 dataset. Energies are from ωB97M-V/def2-TZVPD.

The total energy comes out at -11518.97510 Ha. The orbital gap (alpha / beta) comes out at 4.70 / 4.67 eV. For the HOMO energy (alpha / beta), the calculation gives -0.259 / -0.259 Ha. The total charge is 0. The energy above the lowest of the compared OMol25 structures with the same formula, charge and spin comes out at 0.000 eV.

XYZ file:
```
43
Properties=species:S:1:pos:R:3:forces:R:3
Pd -0.47201 -0.17122 -0.22608 1.6 -1.2 1.3
Br -0.54704 -4.66528 -3.09864 0.1 0.0 -0.1
C 0.67770 -3.22823 -3.14173 0.0 0.2 0.0
C 1.73166 -3.22996 -4.04356 0.2 0.1 0.0
C 2.64869 -2.20237 -4.05218 0.1 -0.2 -0.2
Br 4.11322 -2.28669 -5.26660 -0.1 0.0 0.1
C 2.52411 -1.11053 -3.17336 -0.2 0.0 0.1
C 3.44800 -0.05305 -3.04469 -0.1 0.2 0.2
C 3.21526 0.95358 -2.14402 -0.1 -0.1 -0.2
C 2.02821 0.94970 -1.39969 -0.1 0.2 0.1
N 1.16245 -0.03556 -1.49624 -0.3 0.3 0.5
C 1.38866 -1.08285 -2.31397 0.3 -0.3 -0.4
C 0.45097 -2.17579 -2.23954 -1.0 -0.6 0.5
O -0.51009 -2.17972 -1.40218 0.3 -0.3 -0.7
H 1.83488 -4.06320 -4.72214 0.1 0.0 -0.1
H 4.34216 -0.05141 -3.65058 0.0 0.0 0.0
H 3.92729 1.75125 -2.00409 0.0 0.1 0.0
H 1.77795 1.76359 -0.72386 0.0 -0.2 -0.1
Se -3.39772 -0.24760 -2.20979 0.6 1.0 0.4
N -4.25863 1.24339 -1.78491 -0.1 0.1 -0.1
C -3.41035 2.10644 -1.22573 0.2 -1.1 -0.3
C -3.65994 3.38347 -0.69721 0.4 0.9 0.6
C -2.61214 4.04886 -0.08607 -1.7 0.1 -0.3
C -1.36063 3.45101 0.04846 0.7 -1.8 -0.6
N -1.08789 2.23989 -0.43449 0.6 2.4 0.4
C -2.07270 1.62328 -1.09219 -0.4 -0.5 -1.0
N -1.82679 0.41593 -1.63701 -0.9 0.6 0.5
H -4.65109 3.80105 -0.73419 -0.1 0.1 -0.1
H -2.76391 5.03553 0.32507 -0.1 0.1 0.0
H -0.55141 3.94974 0.56311 0.0 0.1 0.0
Br 2.47547 -1.67991 6.44173 -0.2 0.1 0.0
C 0.85469 -1.15203 5.60518 0.1 0.0 0.0
C -0.25776 -0.81107 6.37041 0.5 -0.2 0.0
N -1.39863 -0.43684 5.82423 -0.5 0.1 0.3
C -1.49165 -0.37386 4.50882 0.2 -0.1 -0.6
C -0.42723 -0.68113 3.66273 0.0 0.0 0.3
C 0.77789 -1.08791 4.22672 -0.2 0.1 0.2
C -0.51288 -0.53555 2.18926 0.0 0.0 0.6
O -1.61560 -0.36903 1.60784 -0.2 0.2 -0.6
O 0.56648 -0.54702 1.52970 0.1 0.1 -0.6
H -0.22486 -0.84968 7.45226 0.1 0.0 0.0
H -2.44520 -0.06739 4.09995 0.0 0.0 -0.1
H 1.61040 -1.34182 3.58931 0.1 0.0 0.0
```
Forces are in eV/Å.

Here is a cluster of 2 separate species, C3H9NS2 in total at a distorted geometry from the OMol25 dataset. Energies are from ωB97M-V/def2-TZVPD.

The total energy comes out at -970.75422 Ha. The orbital gap comes out at 9.10 eV. As for the structure (SMILES): C=CN.CSS. For the HOMO energy, the calculation gives -0.321 Ha. The total charge is 0. The energy above the lowest of the compared OMol25 structures with the same formula, charge and spin comes out at 2.109 eV.

XYZ file:
```
15
Properties=species:S:1:pos:R:3:forces:R:3
C -2.30847 1.81734 1.10839 -2.8 2.3 3.7
S -1.74947 0.57740 0.01671 0.7 -0.7 -0.2
S -1.22586 -1.04150 1.25626 -1.1 0.3 -0.3
H -1.57584 2.29992 1.79530 0.3 -0.6 -0.8
H -3.10292 1.46428 1.94606 1.5 0.3 -2.2
H -2.80603 2.76005 0.64673 0.8 -2.0 0.0
H -0.34886 -0.47671 2.07472 0.5 0.4 0.0
C 2.35237 -0.09765 -1.31392 -1.2 -1.5 3.5
C 1.73335 -1.05791 -0.51439 1.5 2.8 -0.9
N 0.89935 -2.04389 -1.12118 1.0 -0.1 0.3
H 2.25318 -0.25386 -2.35081 -0.1 0.2 -1.2
H 2.79429 0.84315 -0.93762 0.1 -1.0 -0.1
H 1.77053 -1.06665 0.60307 0.0 0.2 -1.1
H 1.30738 -2.15348 -2.04660 -0.7 -0.2 -0.2
H 0.00698 -1.57048 -1.16272 -0.4 -0.5 -0.4
```
Forces are in eV/Å.